Record 1
This record from the Open Molecules 2025 dataset describes a structure of composition C13H34BNNbO4. The level of theory is the ωB97M-V functional and the def2-TZVPD basis.

The calculation puts the LUMO energy at 3.1115 eV. As for the HOMO energy: -0.1486 Eh. For the energy above the lowest of the compared OMol25 structures with the same formula, charge and spin, the calculation gives 0.000 eV. As for the net charge: -1.

Last column: Mulliken charge in e.
Geometry (Å):
C1 0.9668 0.6604 3.5722  -1.39
C2 1.7339 -0.0747 2.4465  0.00
B1 1.6011 0.7336 1.0791  0.94
O1 2.5363 1.7254 0.9276  -0.61
Nb1 -0.1800 0.2692 -0.4029  -1.02
C3 1.2800 -1.4441 -0.7010  -0.87
C4 2.6741 -1.1752 -1.2868  -0.66
C5 3.8709 -1.6332 -0.4596  -0.60
O2 3.7023 -2.9195 0.1211  -0.39
C6 3.5772 -3.0002 1.5189  -0.40
C7 -1.0633 0.3009 -2.5072  -0.88
C8 -0.9541 1.4588 -3.5037  -0.51
C9 -1.6996 2.7183 -3.0453  -0.40
O3 -0.9425 3.9138 -3.1673  -0.46
C10 -0.3198 4.3454 -1.9721  -0.53
C11 -1.4526 -1.0340 0.9356  -1.00
C12 -2.9448 -0.6962 0.9699  0.72
O4 -3.2501 0.1773 2.0670  -0.59
C13 -3.8386 -1.9344 1.0456  -0.91
N1 -5.2735 -1.7002 0.9067  -0.65
H1 0.3705 -0.0225 4.1829  0.30
H2 1.6490 1.2000 4.2319  0.33
H3 0.2616 1.3968 3.1764  0.30
H4 2.7947 -0.1469 2.7108  0.32
H5 1.3460 -1.0919 2.3572  0.12
H6 2.5137 2.0019 0.0072  0.25
H7 -0.8506 1.7485 0.5144  -0.06
H8 0.9933 1.4918 -1.2024  -0.10
H9 1.3829 -2.0216 0.2237  0.33
H10 0.6807 -2.0595 -1.3895  0.77
H11 2.7652 -1.6784 -2.2573  0.47
H12 2.8094 -0.1087 -1.4925  0.14
H13 4.1266 -0.8938 0.3106  0.31
H14 4.7414 -1.7172 -1.1193  0.36
H15 4.4543 -3.4969 1.9522  0.29
H16 2.6852 -3.5788 1.7750  0.22
H17 3.4807 -2.0100 1.9684  0.03
H18 -0.6142 -0.5732 -3.0006  0.32
H19 -2.1366 0.1122 -2.3206  0.47
H20 -1.3624 1.1611 -4.4819  0.31
H21 0.0899 1.7272 -3.6728  0.29
H22 -2.0321 2.5915 -2.0058  0.21
H23 -2.5938 2.8826 -3.6557  0.35
H24 0.6177 3.8170 -1.7754  0.16
H25 -0.9740 4.1762 -1.1096  0.26
H26 -0.1308 5.4142 -2.0871  0.28
H27 -1.1081 -1.1030 1.9754  0.09
H28 -1.3029 -2.0368 0.4972  0.37
H29 -3.2701 -0.1191 0.0900  0.06
H30 -3.1138 -0.3403 2.8683  0.39
H31 -3.6658 -2.3987 2.0249  0.40
H32 -3.5222 -2.6610 0.2921  0.32
H33 -5.4634 -1.0847 0.1250  0.26
H34 -5.6461 -1.2698 1.7423  0.28

Record 2
This record from the Open Molecules 2025 dataset describes a cluster of 2 separate species, C5H16N2O in total. The level of theory is the ωB97M-V functional and the def2-TZVPD basis.

The structure (SMILES) is CNCC[C@H](C)N.O. The calculation puts the LUMO energy at 0.9374 eV. As for the HOMO energy: -0.2943 Eh. For the energy above the lowest of the compared OMol25 structures with the same formula, charge and spin, the calculation gives 3.028 eV.

Last column: Mulliken charge in e.
Geometry (Å):
C1 0.3892 -0.6186 3.1456  -1.10
N1 0.4780 0.3058 2.0898  -0.32
C2 -0.8533 0.8592 1.7605  -0.59
C3 -1.6851 0.0293 0.7016  -0.65
C4 -1.8891 0.8141 -0.5120  0.20
C5 -2.6184 -0.1267 -1.6766  -1.41
N2 -0.6428 1.2895 -1.1174  -0.46
H1 -0.3385 -1.3334 3.1202  0.41
H2 1.2033 -1.3115 2.8635  0.36
H3 0.3955 -0.2807 4.1319  0.29
H4 1.0898 0.2016 1.3198  0.27
H5 -0.5784 1.8076 1.0586  0.33
H6 -1.4689 1.1448 2.6176  0.30
H7 -2.6210 -0.3196 1.0913  0.39
H8 -1.0055 -0.8622 0.4858  0.26
H9 -2.5929 1.7515 -0.4034  0.29
H10 -1.9698 -1.0020 -1.6399  0.32
H11 -2.6381 0.4864 -2.5141  0.46
H12 -3.6063 -0.4449 -1.2796  0.33
H13 -0.0759 0.7010 -1.5548  0.14
H14 -0.6951 2.0636 -1.5828  0.16
O1 5.5855 -1.8392 -3.5565  -0.64
H15 6.1639 -2.1206 -2.8347  0.32
H16 5.1473 -2.6798 -3.7491  0.32

Record 3
This record from the Open Molecules 2025 dataset describes a cluster of 2 separate species, C3H6IO3P in total. The level of theory is the ωB97M-V functional and the def2-TZVPD basis.

The calculation puts the LUMO energy at -0.0357 eV. As for the HOMO energy: -0.3650 Eh. For the energy above the lowest of the compared OMol25 structures with the same formula, charge and spin, the calculation gives 0.601 eV.

Last column: Mulliken charge in e.
Geometry (Å):
C1 2.4883 -2.0096 -0.4576  0.04
C2 -0.4680 2.3313 0.4521  -0.70
C3 -0.9436 -1.4420 -0.3386  -0.82
O1 1.7200 -2.7750 -0.7727  -0.18
O2 1.1933 0.0282 -1.2143  -0.61
O3 -0.7040 1.0103 0.1072  -0.23
P1 0.3053 -0.1442 -0.0748  0.74
I1 1.2942 -0.2696 2.2504  -0.09
H1 -0.0578 2.5378 1.4066  0.33
H2 -1.3718 2.8316 0.4798  0.25
H3 0.1882 2.7400 -0.4724  0.26
H4 -0.5710 -2.3836 -0.6839  0.38
H5 -1.7647 -1.5490 0.4538  0.29
H6 -1.3082 -0.9061 -1.1355  0.32